{
  "formula": "C4H4N2O",
  "method": "wB97M-V/def2-TZVPD",
  "energy_ha": -339.54643,
  "orbital_gap_ev": 10.136,
  "smiles": "N#C/C=C\\NC=O",
  "e_lumo_ev": 0.34,
  "largest_force_ha_per_bohr": 0.021,
  "elements": ["N", "C", "C", "C", "N", "C", "O", "H", "H", "H", "H"],
  "positions_angstrom": [[0.168, 2.485, -0.518], [0.269, 1.424, -0.971], [0.481, 0.074, -1.392], [0.502, -0.904, -0.476], [0.139, -0.688, 0.855], [-0.963, 0.053, 1.250], [-1.827, 0.452, 0.512], [0.686, -0.120, -2.438], [0.806, -1.913, -0.741], [0.697, -1.106, 1.583], [-0.959, 0.242, 2.336]],
  "forces_ev_per_a": [[0.12, -0.89, -0.61], [-0.03, 0.93, 0.37], [0.04, -0.16, 0.19], [0.00, 0.17, -0.28], [0.01, 0.09, 0.01], [-0.24, 0.10, -0.12], [0.30, -0.19, 0.34], [0.01, -0.01, 0.16], [-0.08, 0.11, 0.02], [-0.06, -0.02, -0.04], [-0.06, -0.13, -0.04]]
}

{
  "formula": "C4H4O2V",
  "method": "wB97M-V/def2-TZVPD",
  "energy_ha": -1248.30605,
  "charge": 2,
  "multiplicity": 4,
  "orbital_gap_ev": [6.550, 6.225],
  "e_lumo_ev": [-10.86, -10.54],
  "s2": 3.959,
  "largest_force_ha_per_bohr": 0.147,
  "elements": ["C", "O", "H", "C", "C", "C", "O", "V", "H", "H", "H"],
  "positions_angstrom": [[-3.092, 0.044, 0.238], [-3.023, 1.166, -0.414], [-3.904, 1.467, -0.671], [-1.351, -1.173, -0.064], [-1.646, -0.240, 0.911], [-0.701, 0.735, 1.326], [-0.832, 1.941, 1.489], [-0.066, 3.390, 2.159], [-1.939, -2.093, -0.096], [-0.501, -1.025, -0.736], [-0.486, -0.030, 2.238]],
  "forces_ev_per_a": [[0.40, 0.85, 0.53], [0.55, -1.08, 0.80], [-0.58, 0.10, -0.19], [-0.01, -0.39, 1.40], [0.02, 0.22, -4.90], [-2.01, -6.66, 2.98], [-0.35, 2.98, -0.21], [0.72, 1.75, 0.67], [-0.27, 0.47, -0.62], [-0.10, -0.39, 0.35], [1.62, 2.15, -0.79]]
}

{
  "formula": "C47H54N7O2S2Zr",
  "method": "wB97M-V/def2-TZVPD",
  "energy_ha": -3200.66154,
  "charge": 1,
  "orbital_gap_ev": 5.825,
  "e_lumo_ev": -3.43,
  "largest_force_ha_per_bohr": 0.017,
  "elements": ["Zr", "C", "C", "C", "C", "C", "C", "C", "N", "C", "C", "C", "C", "C", "C", "C", "C", "C", "C", "N", "C", "C", "C", "N", "C", "C", "C", "C", "C", "C", "C", "C", "C", "C", "C", "C", "C", "C", "N", "C", "C", "H", "H", "H", "H", "H", "H", "H", "H", "H", "H", "H", "H", "H", "H", "H", "H", "H", "H", "H", "H", "H", "H", "H", "H", "H", "H", "H", "H", "H", "H", "H", "H", "H", "H", "H", "H", "H", "H", "H", "H", "H", "H", "H", "H", "C", "N", "C", "C", "N", "C", "H", "H", "H", "H", "H", "H", "O", "S", "O", "N", "C", "S", "C", "C", "C", "C", "C", "C", "H", "H", "H", "H"],
  "positions_angstrom": [[0.023, -0.004, 0.240], [1.353, 3.129, 5.396], [2.106, 1.806, 5.255], [1.412, 0.869, 4.321], [0.518, -0.108, 4.625], [0.050, -0.551, 5.975], [0.705, -1.860, 6.421], [0.099, -0.692, 3.377], [0.732, -0.082, 2.322], [1.540, 0.887, 2.884], [2.344, 1.752, 2.176], [2.564, 1.745, 0.804], [3.448, 2.622, 0.093], [4.182, 3.779, 0.689], [3.297, 5.012, 0.859], [3.467, 2.197, -1.205], [2.589, 1.064, -1.284], [2.365, 0.284, -2.403], [1.499, -0.789, -2.500], [0.648, -1.218, -1.499], [-0.074, -2.252, -2.044], [-1.050, -2.973, -1.369], [-1.356, -2.865, -0.033], [-0.750, -1.987, 0.836], [-1.247, -2.293, 2.076], [-0.847, -1.692, 3.252], [-2.221, -3.356, 1.984], [-2.296, -3.704, 0.673], [-3.119, -4.775, 0.035], [-2.347, -6.077, -0.176], [-2.933, -3.961, 3.150], [-2.082, -4.986, 3.899], [0.312, -2.474, -3.407], [1.298, -1.573, -3.686], [1.998, -1.355, -4.991], [1.309, -0.267, -5.817], [-0.247, -3.535, -4.301], [0.354, -4.914, -4.037], [2.017, 0.821, -0.052], [4.281, 2.728, -2.343], [5.576, 1.941, -2.547], [1.894, 3.827, 6.033], [0.365, 2.967, 5.829], [1.207, 3.600, 4.422], [2.209, 1.330, 6.232], [3.126, 1.990, 4.912], [-1.038, -0.652, 5.969], [0.266, 0.232, 6.703], [0.526, -2.661, 5.702], [0.321, -2.184, 7.388], [1.785, -1.738, 6.508], [2.887, 2.493, 2.749], [5.038, 4.022, 0.057], [4.605, 3.490, 1.656], [2.953, 5.378, -0.110], [3.841, 5.819, 1.349], [2.414, 4.784, 1.459], [2.926, 0.536, -3.293], [-1.584, -3.723, -1.938], [-1.305, -2.049, 4.164], [-3.509, -4.410, -0.919], [-3.996, -4.968, 0.655], [-1.488, -5.931, -0.833], [-2.984, -6.840, -0.621], [-1.969, -6.462, 0.771], [-3.851, -4.435, 2.799], [-3.256, -3.170, 3.833], [-1.810, -5.815, 3.244], [-2.625, -5.394, 4.750], [-1.155, -4.545, 4.268], [2.022, -2.291, -5.552], [3.042, -1.088, -4.818], [0.275, -0.545, -6.027], [1.814, -0.098, -6.767], [1.294, 0.678, -5.268], [-0.070, -3.252, -5.341], [-1.334, -3.574, -4.188], [1.430, -4.907, -4.216], [-0.094, -5.666, -4.684], [0.199, -5.221, -3.001], [4.514, 3.778, -2.160], [3.683, 2.714, -3.258], [6.192, 1.976, -1.649], [6.158, 2.347, -3.374], [5.371, 0.891, -2.759], [-1.864, 1.785, -4.976], [-1.269, 1.906, -3.656], [-0.806, 3.056, -3.059], [-0.351, 2.692, -1.831], [-0.499, 1.330, -1.681], [-1.057, 0.900, -2.798], [-2.554, 2.610, -5.138], [-2.418, 0.851, -5.021], [-1.093, 1.792, -5.745], [-0.856, 4.008, -3.556], [0.079, 3.304, -1.058], [-1.317, -0.124, -3.013], [-0.538, 2.083, 0.979], [-1.950, 1.801, 1.382], [-2.137, 1.665, 2.791], [-2.286, 0.496, 0.487], [-3.335, 0.711, -0.362], [-3.932, -0.394, -1.398], [-3.834, 2.122, -0.244], [-4.887, 2.716, -0.920], [-5.157, 4.053, -0.668], [-4.405, 4.789, 0.249], [-3.359, 4.201, 0.948], [-3.102, 2.873, 0.661], [-5.473, 2.135, -1.619], [-5.974, 4.537, -1.185], [-4.645, 5.828, 0.427], [-2.783, 4.748, 1.679]],
  "forces_ev_per_a": [[-0.22, -0.53, -0.66], [-0.06, 0.07, 0.00], [0.10, -0.06, 0.05], [0.05, 0.04, -0.03], [-0.04, -0.06, 0.03], [-0.03, 0.05, 0.03], [0.03, -0.04, 0.00], [-0.07, 0.02, -0.14], [0.02, 0.14, 0.05], [-0.03, -0.04, -0.04], [0.05, 0.11, 0.02], [-0.10, -0.14, 0.07], [0.07, -0.03, -0.06], [0.15, -0.06, 0.05], [-0.06, 0.07, -0.01], [0.03, -0.06, -0.06], [-0.07, -0.10, 0.12], [0.07, 0.08, -0.03], [-0.11, -0.04, 0.05], [0.13, -0.07, -0.12], [-0.05, 0.06, 0.11], [-0.03, -0.08, -0.06], [0.01, 0.04, 0.06], [0.10, -0.01, -0.05], [-0.01, 0.05, -0.09], [-0.01, -0.01, 0.11], [0.04, 0.01, 0.05], [0.05, -0.01, -0.09], [-0.13, 0.06, -0.01], [0.07, -0.07, 0.00], [-0.15, 0.06, -0.01], [0.04, -0.06, 0.03], [0.02, 0.00, 0.00], [0.07, 0.04, -0.01], [0.04, -0.05, 0.02], [-0.05, 0.06, 0.00], [-0.09, 0.06, -0.07], [0.06, -0.05, 0.06], [0.11, 0.24, -0.06], [-0.05, 0.09, 0.00], [0.05, -0.04, 0.02], [0.02, -0.01, 0.02], [-0.01, -0.01, -0.01], [0.01, 0.00, -0.02], [-0.03, 0.02, 0.01], [-0.01, 0.01, -0.04], [0.01, -0.04, -0.03], [0.01, 0.00, -0.01], [-0.01, 0.00, -0.01], [-0.01, 0.03, 0.01], [0.01, 0.00, 0.00], [-0.01, -0.01, -0.01], [-0.01, 0.02, 0.00], [-0.04, 0.00, -0.01], [-0.01, -0.01, -0.01], [0.01, 0.02, 0.00], [0.00, -0.02, 0.02], [0.00, 0.01, 0.00], [-0.01, 0.01, 0.00], [-0.01, 0.01, 0.00], [0.02, -0.01, 0.00], [0.03, 0.00, 0.01], [0.01, 0.03, -0.01], [-0.03, -0.01, -0.01], [-0.01, 0.00, 0.02], [0.04, -0.01, -0.01], [0.05, -0.01, 0.00], [0.00, -0.01, -0.01], [-0.01, 0.00, 0.01], [0.01, 0.02, 0.00], [-0.03, 0.00, -0.02], [0.00, 0.02, 0.01], [-0.01, -0.02, -0.01], [0.03, -0.02, -0.01], [0.00, 0.01, 0.00], [0.01, -0.01, 0.00], [0.01, -0.02, 0.02], [0.01, 0.01, -0.01], [-0.01, -0.02, -0.03], [-0.01, 0.01, 0.01], [0.00, -0.02, 0.02], [0.01, -0.03, -0.01], [0.01, 0.01, 0.02], [0.00, 0.02, -0.02], [-0.02, -0.02, 0.00], [-0.01, 0.00, 0.01], [0.09, -0.09, 0.12], [-0.10, 0.03, 0.02], [0.13, 0.04, -0.12], [-0.15, 0.02, 0.19], [0.04, -0.07, -0.04], [0.01, -0.01, -0.02], [0.01, 0.01, -0.03], [-0.03, 0.01, -0.01], [0.00, 0.05, 0.03], [0.02, 0.00, 0.00], [-0.01, -0.02, -0.02], [-0.36, -0.03, 0.34], [0.30, 0.14, 0.24], [-0.05, 0.08, -0.05], [0.20, 0.04, 0.30], [0.09, 0.16, 0.26], [-0.07, -0.12, -0.22], [-0.01, -0.10, -0.06], [0.04, -0.04, 0.01], [0.04, 0.04, 0.04], [0.01, -0.01, 0.00], [-0.13, -0.08, -0.13], [-0.06, 0.21, -0.09], [0.00, 0.00, -0.01], [-0.02, 0.01, -0.01], [-0.02, 0.01, -0.01], [0.03, 0.02, 0.02]]
}

What is the formula in the first record?
C4H4N2O